1.
{
  "formula": "C7H11N3O3",
  "method": "the ωB97M-V functional and the def2-TZVPD basis",
  "species": ["C", "C", "C", "C", "C", "C", "C", "N", "N", "N", "O", "O", "O", "H", "H", "H", "H", "H", "H", "H", "H", "H", "H", "H"],
  "coordinates": [[-3.3281, -1.9542, 0.2349], [-2.7530, -0.7307, -0.4299], [-0.5623, -1.3119, 0.6943], [0.3248, -2.1037, -0.2510], [0.2496, 0.9442, -1.3088], [-0.7344, 1.8207, 0.9099], [-0.9850, 0.8628, -0.3034], [-3.9211, -2.5969, 1.0014], [-1.4683, -0.4133, 0.0049], [1.6047, -2.1960, 0.1061], [-3.3832, 0.0158, -1.1574], [2.3098, -2.9407, -0.8869], [2.2676, -1.5968, 0.9871], [-1.1493, -2.0420, 1.3726], [0.0864, -0.6432, 1.4661], [-0.0166, -2.4210, -1.2490], [0.9496, 0.2113, -0.9872], [-0.1865, 0.6828, -2.2617], [0.6524, 1.9415, -1.2111], [0.2578, 1.7890, 1.3293], [-1.4003, 1.5553, 1.6518], [-1.0559, 2.7253, 0.6407], [-1.7979, 1.2934, -0.8796], [3.2888, -2.7415, -0.6007]],
  "homo_ev": -9.5,
  "relative_energy_kj_mol": 556.4,
  "gap_ev": 9.58,
  "e_tot_ha": -663.14713,
  "smiles": "CC(C)N(C/C=[N+](\\[O-])O)C(=O)C#N"
}

2.
{
  "formula": "C5H20KN10O5",
  "method": "the ωB97M-V functional and the def2-TZVPD basis",
  "species": ["K", "C", "O", "N", "N", "H", "H", "H", "H", "C", "O", "N", "N", "H", "H", "H", "H", "C", "O", "N", "N", "H", "H", "H", "H", "C", "O", "N", "N", "H", "H", "H", "H", "C", "O", "N", "N", "H", "H", "H", "H"],
  "coordinates": [[0.0895, 0.0403, 0.3209], [2.2542, -0.5058, -2.8541], [1.7293, -0.6061, -1.7491], [1.7182, 0.1965, -3.8881], [3.4203, -1.1800, -3.1303], [0.9956, 0.8620, -3.6807], [2.2599, 0.3382, -4.7220], [3.8966, -1.0546, -4.0052], [3.9514, -1.4436, -2.3198], [-0.0167, -1.9398, 3.4032], [-0.5885, -1.0725, 2.7369], [0.8707, -1.6209, 4.3791], [-0.2196, -3.2612, 3.1741], [0.9151, -0.6695, 4.6936], [1.3923, -2.3129, 4.8853], [-0.8729, -3.5637, 2.4767], [0.2721, -3.9328, 3.7350], [-1.9024, -2.4365, -1.6144], [-1.8543, -1.5170, -0.8148], [-0.8429, -2.8025, -2.4158], [-3.0687, -3.1321, -1.8246], [0.0215, -2.3325, -2.2059], [-0.9421, -3.7361, -2.7736], [-3.2144, -3.8439, -2.5160], [-3.8804, -2.6715, -1.4519], [2.1596, 3.3997, -0.3312], [1.3333, 2.5817, 0.0441], [2.2301, 3.8464, -1.6285], [3.1066, 3.9012, 0.5202], [2.8833, 4.5877, -1.8032], [1.4400, 3.6637, -2.2157], [3.8547, 4.5012, 0.2315], [3.0958, 3.4437, 1.4136], [-2.9965, 1.6882, 1.5898], [-2.3706, 1.3297, 0.6014], [-4.0417, 2.5627, 1.5027], [-2.6798, 1.2363, 2.8430], [-4.5895, 2.8104, 2.3074], [-4.4854, 2.7209, 0.6169], [-2.0635, 0.4367, 2.8494], [-3.2599, 1.4886, 3.6201]],
  "homo_ev": -11.9,
  "relative_energy_kj_mol": 0.0,
  "total_charge": 1,
  "gap_ev": 9.87,
  "e_tot_ha": -1726.33370
}